Density functional theory data (ωB97M-V/def2-TZVPD) for one molecule with the formula C5H11N3 in a non-equilibrium geometry.

Results
SMILES: [H]/N=C(\N)NC=C(C)C
Energy above the lowest of the compared OMol25 structures with the same formula, charge and spin in eV: 2.770
2S+1: 1
HOMO-LUMO gap in eV: 7.642

Positions of all 19 atoms, in Å:
H: 1.650514 1.203900 -2.356287
N: 0.784331 0.712779 -2.149062
C: 0.256581 1.159071 -1.054589
N: 0.690773 2.306216 -0.403618
N: -1.156527 0.956516 -0.827279
C: -1.388832 0.032720 0.111304
C: -0.276080 -0.713754 0.501139
C: -0.148549 -1.067244 1.966706
C: 0.298712 -1.767871 -0.415644
H: 0.794350 2.164574 0.593317
H: 1.508107 2.722086 -0.831698
H: -1.791358 1.738104 -0.961607
H: -2.278280 0.190126 0.720120
H: -0.599763 -0.315528 2.620950
H: 0.908226 -1.167133 2.234333
H: -0.633025 -2.023699 2.196719
H: 0.070360 -1.583446 -1.466454
H: 1.387730 -1.780839 -0.312667
H: -0.077270 -2.766578 -0.165684

Atoms 1-6, force components in eV/Å:
0.3 -0.3 0.3
-1.1 0.4 1.2
-0.6 1.2 -3.8
0.4 0.3 0.8
0.1 -0.4 -1.2
1.7 0.1 2.0


Density functional theory data (ωB97M-V/def2-TZVPD) for a 2-piece molecular cluster, C11H23N5O4P overall in a non-equilibrium geometry.

Results
Total charge: +1
2S+1: 1
HOMO-LUMO gap in eV: 7.192

Positions of all 44 atoms, in Å:
C: 2.460648 4.156686 1.329708
C: 2.285222 2.547437 1.652662
C: 3.700027 1.663172 1.668192
N: 1.051447 2.018710 1.931934
C: 0.466019 1.246120 0.775589
N: -0.039348 -0.185050 1.023175
C: 0.023397 -0.950020 2.336829
N: -0.387332 -2.403871 2.235027
C: -0.602120 -0.646282 -0.302175
O: -1.264264 -1.918105 -0.667124
N: -0.504081 -2.555998 -1.591173
O: 0.570901 -2.731029 -0.991666
C: -0.450788 0.469551 -1.492528
O: -0.873640 0.422764 -2.899671
N: 0.236509 1.573992 -0.681636
P: 0.686688 3.095578 -1.495035
C: -0.818067 4.044248 -2.190008
C: 1.667982 2.533206 -3.071765
H: 1.518813 4.704632 1.795354
H: 3.394944 4.544495 1.945808
H: 2.627936 4.410077 0.199946
H: 4.167859 1.873084 2.745353
H: 3.486996 0.505541 1.640916
H: 4.487561 2.032598 0.885842
H: -0.563630 -0.451280 3.219288
H: 1.170516 -0.942809 2.667352
H: -0.931628 -2.707083 3.089701
H: 0.419630 -3.043665 2.058575
H: -1.840083 0.729949 -2.908788
H: -1.354869 4.721702 -1.372218
H: -0.393623 4.814053 -2.991897
H: -1.584009 3.363940 -2.787734
H: 1.609728 1.347699 -3.194424
H: 2.818600 2.829230 -2.965881
H: 1.177352 2.996907 -4.044793
C: -3.232251 -4.095277 -0.131243
C: -2.886640 -5.533915 0.193071
O: -3.002585 -5.757339 1.590613
H: -2.568345 -3.409654 0.405478
H: -3.143341 -3.905397 -1.204570
H: -4.254171 -3.861655 0.184819
H: -1.857698 -5.756816 -0.104217
H: -3.554429 -6.225390 -0.329711
H: -3.921832 -5.564738 1.843021

Atoms 1-6, force components in eV/Å:
0.2 -0.1 2.5
0.5 0.3 -1.0
-0.9 0.3 0.9
0.7 -0.8 -5.9
-0.4 -2.8 0.7
-0.6 3.0 -4.9


Density functional theory data (ωB97M-V/def2-TZVPD) for one molecule with the formula C4H5BrOS in a non-equilibrium geometry.

Results
Energy above the lowest of the compared OMol25 structures with the same formula, charge and spin in eV: 5.552
2S+1: 1
HOMO-LUMO gap (spin up / spin down) in eV: 7.966 / 7.837

Positions of all 12 atoms, in Å:
C: 0.314721 1.566064 0.078721
C: -1.656084 0.080173 -0.762940
C: 1.268336 0.772386 -0.353870
C: 1.055180 -0.591008 -0.503626
O: -0.577884 -1.400220 1.322145
S: -0.708023 -1.190434 -0.349657
Br: -3.253982 0.606476 0.018765
H: -0.181927 2.522290 0.515711
H: 2.329349 0.976428 -0.418550
H: -1.488151 -1.205646 1.634040
H: 1.351878 -0.963076 -1.439918
H: 1.546591 -1.173432 0.259176

Atoms 1-6, force components in eV/Å:
-2.2 0.9 0.1
2.3 1.2 0.0
-0.7 4.1 1.7
-1.9 -3.8 -0.5
-0.6 -0.1 0.3
-0.1 0.4 0.4


Density functional theory data (ωB97M-V/def2-TZVPD) for C27H33N5O6ReSTe as an isolated structure.

Results
Energy above the lowest of the compared OMol25 structures with the same formula, charge and spin in eV: 0.000
Total charge: +2
2S+1: 2
<S²>: 0.758
HOMO-LUMO gap (spin up / spin down) in eV: 5.419 / 5.406

Positions of all 74 atoms, in Å:
Re: 0.027937 0.632338 0.121773
C: 6.052981 -3.807856 0.205122
C: 5.138840 -2.934544 -0.591842
C: 4.515905 -1.670574 -0.068507
C: 3.024565 -1.458481 -0.067972
C: 2.240483 -2.491831 -0.801914
C: 2.816143 -3.454061 -1.524072
C: 4.283176 -3.410269 -1.778963
S: 0.495545 -2.319785 -0.926890
O: 0.259456 -1.501030 -2.088071
O: -0.166563 -3.570127 -0.756410
N: 0.038531 -1.309634 0.314576
C: -0.414832 -1.829968 1.599444
C: -0.693441 -0.608252 2.464342
O: -1.500300 -0.561825 3.357170
O: -0.044949 0.506926 2.063678
H: 6.654568 -3.214572 0.894441
H: 6.734735 -4.348192 -0.452784
H: 5.491041 -4.540018 0.787863
H: 5.004305 -1.293914 0.824425
H: 2.658162 -1.391049 0.961696
H: 2.197584 -4.202322 -2.008673
H: 4.657892 -4.313786 -2.251964
H: 0.339823 -2.457491 2.085776
H: -1.321497 -2.431661 1.524970
N: 0.078862 2.852971 0.436255
C: -0.474715 3.591230 -0.728585
C: -1.262328 4.855032 -0.363891
C: -2.237951 4.777608 0.817049
C: -3.537567 3.999550 0.604223
N: -3.364750 2.566917 0.298552
C: -3.027614 1.624644 1.159230
N: -2.655951 0.381546 0.677013
N: -2.947234 1.831111 2.458814
C: -1.290200 2.615011 -1.565128
O: -2.172772 2.921367 -2.304629
O: -0.957460 1.314035 -1.355435
H: -0.495487 3.028045 1.259072
H: 0.993521 3.227749 0.677815
H: 0.371051 3.872718 -1.362398
H: -1.804292 5.154414 -1.262954
H: -0.546504 5.650689 -0.154698
H: -2.540706 5.802176 1.041334
H: -1.741541 4.447018 1.736461
H: -4.093733 4.412392 -0.235052
H: -4.185983 4.096736 1.476956
H: -3.477586 2.299934 -0.670552
H: -2.915379 0.196507 -0.286344
H: -2.923771 -0.384520 1.290317
H: -3.308364 2.675948 2.872384
H: -2.607001 1.086470 3.074379
Te: 2.633229 0.650122 -0.557410
C: 5.402172 -1.600320 -1.288059
C: 6.650999 -0.825992 -1.378768
C: 7.351004 -0.904308 -2.511671
C: 6.885101 -1.733062 -3.633901
C: 5.673030 -2.287794 -3.663312
C: 4.691860 -2.092845 -2.548807
C: 2.721761 0.940616 -2.632331
C: 3.949019 1.440937 -3.063858
C: 4.148308 1.649025 -4.420247
C: 3.129623 1.370232 -5.320696
C: 1.909575 0.878794 -4.873217
C: 1.693965 0.650994 -3.522013
H: 6.998765 -0.246097 -0.532203
H: 8.289286 -0.376216 -2.618769
H: 7.556919 -1.870919 -4.471238
H: 5.349724 -2.858438 -4.526558
H: 3.828001 -1.514471 -2.900750
H: 4.750391 1.652738 -2.365848
H: 5.099929 2.027632 -4.767491
H: 3.286678 1.533813 -6.378315
H: 1.121107 0.656957 -5.579794
H: 0.756088 0.236676 -3.182664

Atoms 1-6, force components in eV/Å:
-0.2 0.2 -0.6
0.0 0.0 0.0
0.0 0.0 0.1
0.0 -0.1 -0.1
0.0 0.0 0.1
0.1 0.1 -0.1


Density functional theory data (ωB97M-V/def2-TZVPD) for one molecule with the formula C6H10O.

Results
SMILES: C/C=C\CCC=O
Energy above the lowest of the compared OMol25 structures with the same formula, charge and spin in eV: 1.521
2S+1: 1
HOMO-LUMO gap in eV: 9.781

Positions of all 17 atoms, in Å:
C: -1.002419 0.904439 -1.524812
C: -1.207178 -0.282467 -0.631930
C: -1.046370 -0.584441 0.656977
C: 0.051782 -0.274703 1.644457
C: 1.366566 0.154004 0.952712
C: 1.469982 -0.280925 -0.501095
O: 1.462202 -1.427917 -0.878065
H: -0.459730 0.663163 -2.445829
H: -0.582647 1.795283 -1.054908
H: -2.021434 1.158288 -1.840912
H: -1.684209 -1.085757 -1.179790
H: -1.678769 -1.406994 0.971208
H: 0.221158 -1.232379 2.154271
H: -0.215348 0.427317 2.445002
H: 1.508506 1.236968 1.011524
H: 2.225953 -0.312057 1.449922
H: 1.591955 0.548179 -1.228732

Atoms 1-6, force components in eV/Å:
0.1 0.1 0.1
-0.6 -0.2 -0.1
0.0 -0.2 0.0
0.0 0.1 0.0
0.1 0.1 0.0
0.3 -0.3 0.0


Density functional theory data (ωB97M-V/def2-TZVPD) for one molecule with the formula C5H2O.

Results
SMILES: C#CC#CC=O
Energy above the lowest of the compared OMol25 structures with the same formula, charge and spin in eV: 0.217
2S+1: 1
HOMO-LUMO gap in eV: 9.657

Positions of all 8 atoms, in Å:
C: 2.801560 -0.296701 -0.019822
C: 1.681675 0.042801 -0.311629
C: 0.330947 0.277290 -0.451827
C: -0.878476 0.344445 -0.417442
C: -2.222152 0.162570 0.122305
O: -2.995632 -0.686716 -0.242112
H: 3.734568 -0.667627 0.343722
H: -2.452489 0.823940 0.976803

Atoms 1-6, force components in eV/Å:
-0.5 0.0 0.0
0.4 -0.2 0.1
-0.4 -0.1 0.1
0.5 -0.2 0.2
-0.2 -0.2 -0.1
0.2 0.3 0.0


Density functional theory data (ωB97M-V/def2-TZVPD) for one molecule with the formula C3H6N2O in a non-equilibrium geometry.

Results
SMILES: C=NN(C)C=O
Energy above the lowest of the compared OMol25 structures with the same formula, charge and spin in eV: 2.720
2S+1: 1
HOMO-LUMO gap in eV: 10.561

Positions of all 12 atoms, in Å:
C: -0.035127 -2.001885 0.020802
N: -0.213862 -0.974279 -0.688741
N: 0.123703 0.248242 -0.087637
C: -0.302810 1.318570 -0.972090
C: 0.466924 0.442750 1.197484
O: 0.798375 -0.447627 1.975733
H: -0.302040 -2.954291 -0.544727
H: 0.352826 -2.006417 0.992809
H: -0.445924 2.250831 -0.408772
H: -1.377591 0.991089 -1.212905
H: 0.342031 1.610309 -1.845211
H: 0.593497 1.522707 1.573254

Atoms 1-6, force components in eV/Å:
-0.9 -2.5 -2.4
0.6 0.7 0.7
-0.3 0.6 -1.3
-2.1 0.8 0.2
1.6 0.3 1.6
-0.5 0.7 -0.2


Density functional theory data (ωB97M-V/def2-TZVPD) for one molecule with the formula C5H8O2.

Results
SMILES: CC(=O)C1(O)CC1
Energy above the lowest of the compared OMol25 structures with the same formula, charge and spin in eV: 1.443
2S+1: 1
HOMO-LUMO gap in eV: 10.272

Positions of all 15 atoms, in Å:
C: 1.589301 0.277161 -1.051045
C: 0.953551 -0.518939 0.061859
O: 1.388123 -1.614899 0.381004
C: -0.291604 -0.085964 0.744688
O: -0.477557 -0.657561 1.992731
C: -1.364067 -0.261021 -0.351438
C: -1.259784 1.002907 0.439259
H: 1.535494 -0.264294 -2.001468
H: 1.170488 1.279830 -1.173985
H: 2.645800 0.356028 -0.781917
H: 0.226493 -1.320780 2.083802
H: -2.103685 -1.022402 -0.143753
H: -1.029353 -0.203036 -1.386751
H: -0.989468 1.935354 -0.046796
H: -1.993737 1.097616 1.233806

Atoms 1-6, force components in eV/Å:
0.0 0.1 0.0
0.2 -0.2 0.1
0.2 0.5 0.1
0.0 -0.1 -0.2
0.0 -0.3 -0.1
-0.3 -0.1 -0.1


Number 1: E_tot -361.2876 Ha. Number 2: E_tot -1348.3029 Ha. Number 3: E_tot -3202.5833 Ha. Number 4: E_tot -2517.8183 Ha. Number 5: E_tot -309.7865 Ha. Number 6: E_tot -266.8108 Ha. Number 7: E_tot -302.5931 Ha. Number 8: E_tot -345.7519 Ha.